This record from OMol25 describes a molecular structure, C44H40Cl5KN8O4 at a distorted geometry. The level of theory is ωB97M-V/def2-TZVPD.

Structure (XYZ):
```
102
Properties=species:S:1:pos:R:3:forces:R:3:lowdin_charge:R:1
K -0.0725 -0.5235 -0.6964 -0.971 1.310 0.225 0.69
C 2.5114 1.0931 4.3415 -0.005 0.026 -0.014 -0.06
C 1.3042 1.5895 3.5771 0.013 0.022 0.043 -0.19
C 1.4340 2.6238 2.6517 0.027 0.038 0.000 -0.19
C 2.7436 3.3700 2.5108 -0.037 -0.006 0.035 -0.05
C 0.3410 2.9887 1.8559 -0.004 0.027 -0.082 -0.17
C 0.5296 3.9854 0.7305 -0.011 -0.034 0.046 -0.05
C -0.9012 2.3849 2.0606 0.031 -0.110 -0.058 -0.16
C -2.1190 2.8155 1.2784 0.053 0.010 -0.013 -0.04
C -1.0324 1.3443 2.9934 -0.050 -0.036 -0.029 -0.17
C -2.3588 0.6229 3.0728 0.004 0.058 0.012 -0.04
C 0.0660 0.9634 3.7653 -0.003 -0.019 0.044 -0.18
C -0.0534 -0.1179 4.8180 0.008 0.004 -0.071 -0.04
H 3.4279 1.2422 3.7725 0.000 -0.011 -0.007 0.07
H 2.4313 0.0256 4.5415 -0.011 0.032 0.020 0.05
H 2.6359 1.5960 5.3083 -0.004 0.007 -0.011 0.08
H 3.3584 2.9731 1.6983 0.004 0.013 0.005 0.06
H 3.3278 3.3270 3.4293 -0.004 -0.002 0.004 0.06
H 2.5677 4.4237 2.2926 -0.011 -0.005 -0.008 0.07
H 1.5599 3.9877 0.3766 -0.014 -0.009 0.015 0.06
H 0.2673 5.0076 1.0284 0.001 -0.007 0.005 0.08
H -0.0847 3.7154 -0.1272 0.005 -0.008 0.013 0.07
H -2.4000 2.0810 0.5194 0.014 -0.013 0.008 0.06
H -1.9695 3.7761 0.7897 -0.005 -0.001 0.020 0.07
H -2.9831 2.9119 1.9398 0.007 -0.008 0.004 0.07
H -3.1308 1.2425 3.5445 0.027 -0.009 0.027 0.08
H -2.2906 -0.3115 3.6245 0.000 0.005 -0.030 0.06
H -2.7167 0.3795 2.0706 0.014 0.024 0.007 0.06
H 0.2858 -1.0924 4.4451 -0.014 0.032 0.002 0.08
H -1.0796 -0.2392 5.1553 0.008 0.004 0.011 0.06
H 0.5489 0.1239 5.6953 0.000 -0.014 -0.003 0.07
N 4.5944 5.1173 -8.8463 0.014 0.012 -0.020 0.12
C 4.0620 4.6090 -7.9622 -0.160 -0.151 0.271 -0.20
C 3.3912 3.9712 -6.8499 0.140 0.188 -0.231 -0.25
C 3.4142 2.5853 -6.7262 -0.006 -0.097 0.007 -0.03
C 2.7698 1.9816 -5.6590 0.063 -0.030 -0.056 0.00
C 2.0990 2.7455 -4.7113 -0.018 -0.007 0.112 -0.20
C 2.0801 4.1317 -4.8439 0.022 -0.010 -0.027 -0.01
C 2.7229 4.7472 -5.9043 -0.035 0.019 0.043 -0.03
C 1.4225 2.0858 -3.5479 -0.033 0.121 -0.022 -0.06
C 0.0913 1.7458 -3.7596 0.004 -0.023 0.053 -0.27
C -0.6435 1.9948 -4.9747 0.004 -0.022 0.069 -0.06
C -1.9225 1.5728 -4.7426 -0.006 -0.029 0.066 -0.09
C -1.9260 1.0774 -3.3947 -0.019 -0.001 -0.035 -0.16
N -0.7535 1.1682 -2.8142 0.088 0.137 -0.159 0.05
C 2.2329 1.9469 -2.4066 -0.075 -0.012 0.017 -0.29
C 3.5800 2.4139 -2.2868 0.010 -0.012 0.024 -0.07
C 3.9871 2.0869 -1.0115 -0.063 -0.016 -0.004 -0.11
C 2.8718 1.4300 -0.4105 0.052 -0.075 -0.043 -0.21
N 1.8370 1.3448 -1.2260 0.157 0.152 -0.114 0.04
H 3.9371 1.9902 -7.4633 -0.007 -0.003 0.003 0.11
H 2.7835 0.9044 -5.5496 -0.001 0.012 -0.001 0.13
H 1.5560 4.7192 -4.1007 0.014 0.000 -0.012 0.13
H 2.7150 5.8246 -6.0054 -0.014 -0.006 -0.002 0.11
H -0.2512 2.4340 -5.8799 -0.004 -0.003 -0.004 0.09
H -2.7626 1.5965 -5.4204 0.003 0.008 0.007 0.08
H -2.7758 0.6707 -2.8580 0.029 -0.013 -0.026 0.09
H 4.1555 2.9247 -3.0453 -0.008 -0.003 0.002 0.09
H 4.9458 2.2878 -0.5551 0.000 -0.014 -0.001 0.07
H 2.8108 1.0032 0.5842 -0.004 -0.008 -0.043 0.09
Cl -7.6935 -2.2729 -3.0290 0.053 0.025 0.025 0.59
C -6.3423 -1.5740 -2.1910 -0.039 0.022 0.017 -0.74
C -5.0858 -2.1841 -2.2226 0.029 -0.019 -0.011 -0.71
Cl -4.8700 -3.6565 -3.1190 -0.017 0.103 0.035 0.64
C -4.0186 -1.6347 -1.5419 0.012 -0.061 -0.011 -0.60
Cl -2.4394 -2.3258 -1.5855 -0.089 -0.375 -0.269 0.75
C -4.1219 -0.4530 -0.7358 0.073 0.079 0.076 -0.55
O -3.1535 -0.0062 -0.0822 -0.073 0.033 -0.086 -0.13
C -5.4207 0.1564 -0.7668 -0.032 0.033 0.031 -0.61
Cl -5.5854 1.6306 0.1300 -0.035 -0.075 -0.029 0.67
C -6.4841 -0.3902 -1.4613 -0.019 -0.004 -0.014 -0.71
Cl -8.0322 0.3994 -1.4279 0.052 -0.022 0.002 0.62
C 3.2106 -1.4042 -2.7574 -0.007 -0.017 0.133 -0.02
N 3.1705 -2.4498 -1.7412 0.106 0.000 -0.041 -0.05
C 4.3368 -2.9550 -1.2590 -0.024 0.001 0.010 -0.09
C 4.3569 -3.9312 -0.3383 -0.053 0.031 -0.014 -0.04
C 3.0796 -4.4389 0.1730 -0.076 -0.003 -0.063 -0.56
O 3.0741 -5.3248 1.0490 0.001 0.043 0.063 -0.06
N 1.9273 -3.8949 -0.3053 0.138 0.104 -0.142 0.19
C 1.9355 -2.9247 -1.2380 0.066 -0.019 -0.127 -0.52
O 0.9157 -2.3886 -1.7016 0.422 -1.081 -0.242 -0.17
H 3.8300 -1.7311 -3.5962 0.013 -0.005 -0.016 0.08
H 3.6067 -0.4719 -2.3496 0.006 -0.011 0.012 0.07
H 2.1979 -1.2234 -3.1010 -0.028 -0.020 0.004 0.08
H 5.2382 -2.5076 -1.6619 0.009 -0.015 -0.030 0.12
H 5.2823 -4.3317 0.0482 0.008 -0.010 0.001 0.09
C 3.0330 -2.5086 2.7643 -0.029 -0.074 -0.108 0.00
N 1.6396 -2.8243 2.4928 0.020 -0.050 0.046 -0.03
C 1.1239 -4.0387 2.7791 0.120 -0.025 0.117 -0.08
C -0.1602 -4.3416 2.4988 -0.071 -0.012 -0.099 -0.01
C -0.9179 -3.3267 1.8493 -0.047 0.041 0.077 -0.38
N -0.4081 -2.1741 1.4912 0.208 0.122 0.205 0.17
C 0.9021 -1.8988 1.7432 0.007 0.065 0.173 -0.54
O 1.4552 -0.8639 1.3762 0.101 -0.272 0.267 -0.03
N -2.2540 -3.4965 1.6355 -0.016 0.015 -0.049 0.15
H 3.4287 -3.2596 3.4449 0.015 -0.004 -0.016 0.09
H 3.1053 -1.5162 3.2019 -0.027 0.004 0.010 0.07
H 3.6106 -2.5174 1.8396 -0.009 0.005 0.013 0.08
H 1.7987 -4.7404 3.2476 0.003 0.012 -0.066 0.12
H -0.5641 -5.3200 2.7084 -0.016 0.025 0.035 0.10
H -2.5856 -4.4381 1.5159 0.002 -0.001 0.010 0.10
H -2.6591 -2.8076 1.0151 0.022 -0.022 -0.024 0.06
```
Positions in Å, forces in eV/Å.

Calculated values
Spin multiplicity ... 1
E_HOMO ... -2.550 eV
Frontier orbital gap ... 0.2334 Eh
Total charge ... -2
LUMO ... 3.80 eV
Energy relative to the best compared isomer or geometry (same formula, charge and spin) ... 0.0 kcal per mole

=====

This record from OMol25 describes a gas-phase ion, C5H8N (charge +1) at a distorted geometry. The level of theory is ωB97M-V/def2-TZVPD.

Structure (XYZ):
```
14
Properties=species:S:1:pos:R:3:forces:R:3:nbo_charge:R:1
C 1.6949 0.0440 -0.1168 3.164 -2.923 -0.305 -0.73
C 0.4280 0.6276 -0.1589 -4.502 3.174 -0.455 0.03
C -0.9256 -0.0057 -0.8571 1.865 0.469 -0.226 0.14
C -1.8626 0.7320 0.0068 -2.792 -1.427 0.989 -0.22
N -0.6929 0.0961 0.6445 0.367 0.216 2.426 -0.16
C -0.8889 -1.2003 0.0539 -0.098 -4.391 -0.226 -0.26
H 2.4819 0.7473 -0.3359 0.168 0.071 -0.177 0.28
H 1.9270 -0.9549 -0.5583 -0.662 1.006 -0.925 0.27
H 1.8432 -0.3415 0.8572 0.395 0.403 1.806 0.27
H 0.4235 1.7724 0.0546 -0.182 -2.013 -1.074 0.27
H -1.9554 1.7911 0.0113 0.405 0.717 -0.036 0.26
H -2.8163 0.1740 0.3993 1.847 1.220 -1.178 0.27
H -1.8882 -1.7337 0.2496 1.555 1.252 -0.155 0.27
H -0.0285 -2.0020 0.1381 -1.528 2.225 -0.465 0.28
```
Positions in Å, forces in eV/Å.

Calculated values
Spin multiplicity ... 1
E_HOMO ... -16.612 eV
Frontier orbital gap ... 0.4556 Eh
Total charge ... +1
LUMO ... -4.21 eV
Energy relative to the best compared isomer or geometry (same formula, charge and spin) ... 116.1 kcal per mole
Structure (SMILES) ... C[C@H]1[C@]23C[N@@+]12C3

=====

This record from OMol25 describes a molecular structure, C36H36N8O4PPdS3 at a distorted geometry. The level of theory is ωB97M-V/def2-TZVPD.

Structure (XYZ):
```
89
Properties=species:S:1:pos:R:3:forces:R:3:lowdin_charge:R:1
Pd -0.2899 0.2692 0.5427 -1.151 0.057 1.129 0.20
C -4.5098 0.2500 4.0865 0.069 0.021 -0.014 -0.07
C -3.9532 0.1183 2.6869 -0.158 -0.037 0.010 -0.30
O -2.5179 0.0912 2.7275 0.378 -0.087 0.358 -0.39
P -1.6588 -0.9986 1.9145 -1.280 0.639 -2.239 0.34
S 0.4257 1.6150 2.1857 0.386 -0.209 -0.128 0.04
S -2.3401 -1.1504 0.0076 0.188 0.099 0.068 0.27
O -2.1479 -2.4104 2.5027 0.979 0.089 0.705 -0.35
C -1.5170 -2.9845 3.6758 0.051 -0.027 0.126 -0.28
C -2.3052 -2.6715 4.9283 -0.036 0.030 -0.093 -0.08
H -5.5818 0.4476 4.0398 -0.004 -0.020 0.005 0.08
H -4.0275 1.0770 4.6083 -0.018 0.011 -0.008 0.08
H -4.3490 -0.6617 4.6595 -0.020 0.010 0.006 0.06
H -4.2308 0.9840 2.0810 0.047 -0.015 -0.027 0.11
H -4.3303 -0.7738 2.1850 0.014 -0.027 0.014 0.10
H -0.4888 -2.6293 3.7467 -0.012 -0.020 -0.035 0.10
H -1.4849 -4.0565 3.4885 0.008 0.010 -0.036 0.12
H -2.3035 -1.6003 5.1302 0.021 -0.014 0.030 0.07
H -1.8623 -3.1866 5.7817 0.007 0.002 0.002 0.08
H -3.3378 -3.0060 4.8198 -0.005 -0.003 0.030 0.08
C 1.9890 0.2982 -5.0195 -0.111 0.023 -0.117 -0.08
N 1.2486 -0.0929 -3.8361 0.130 -0.085 0.016 -0.14
C 0.9245 0.6254 -2.7566 -0.139 0.153 0.060 -0.17
N 0.1350 -0.0717 -1.9691 0.305 -0.219 -0.001 0.03
C 0.0018 -1.2503 -2.6314 -0.033 0.092 -0.032 -0.25
N 0.6564 -1.3079 -3.7708 -0.015 0.020 0.015 0.13
C 1.0618 0.5385 -6.1919 -0.075 -0.066 0.067 -0.19
C 1.3718 0.0662 -7.4579 0.020 0.021 0.007 -0.03
C 0.4891 0.2590 -8.5146 0.019 -0.002 -0.012 -0.06
C -0.7190 0.8994 -8.3105 0.000 0.022 -0.013 -0.01
C -1.0356 1.3699 -7.0381 -0.003 -0.003 0.045 -0.13
C -0.1423 1.1989 -5.9898 0.003 0.028 -0.015 0.04
C -2.3287 2.0062 -6.7963 0.056 -0.002 -0.033 -0.29
N -3.2731 2.2521 -7.6339 -0.050 0.008 0.015 0.12
N -4.3026 2.8331 -6.9049 0.056 0.001 -0.044 0.12
C -3.8948 2.8953 -5.6857 -0.064 0.023 0.042 -0.29
O -2.6460 2.3901 -5.5337 0.002 0.001 -0.007 0.13
C -4.6103 3.4064 -4.5173 0.020 -0.026 -0.003 -0.13
C -5.9139 3.8600 -4.6744 -0.001 -0.004 -0.002 -0.02
C -6.6084 4.3204 -3.5678 0.001 0.001 -0.006 -0.06
C -6.0042 4.3315 -2.3219 0.008 -0.030 0.018 -0.04
C -4.6947 3.8863 -2.1599 -0.010 0.021 0.007 -0.18
C -4.1027 3.9534 -0.7674 0.001 -0.011 0.007 -0.08
N -2.7255 3.5242 -0.6596 -0.002 0.040 -0.117 -0.13
C -2.1958 2.3081 -0.8234 0.031 0.007 -0.064 -0.18
N -0.8865 2.3641 -0.6697 -0.099 -0.049 0.122 0.01
C -0.6654 3.6767 -0.3940 0.083 -0.025 -0.014 -0.25
N -1.7443 4.4200 -0.3921 -0.011 -0.003 -0.071 0.12
C -3.9999 3.4216 -3.2638 0.022 0.022 -0.032 0.04
H 2.6942 -0.4978 -5.2529 0.040 0.033 -0.001 0.13
H 2.5485 1.2012 -4.7715 0.022 -0.014 0.037 0.13
H 1.2553 1.6364 -2.5773 0.057 -0.016 -0.014 0.14
H -0.6069 -2.0591 -2.2601 0.046 -0.032 0.023 0.08
H 2.2997 -0.4694 -7.6196 -0.001 0.000 -0.006 0.11
H 0.7406 -0.1142 -9.4983 -0.007 -0.005 0.000 0.11
H -1.4277 1.0320 -9.1164 0.002 0.002 -0.001 0.12
H -0.4061 1.5658 -5.0057 -0.006 -0.041 0.017 0.12
H -6.3650 3.8410 -5.6568 -0.015 -0.003 0.007 0.12
H -7.6266 4.6693 -3.6763 0.002 0.007 -0.005 0.11
H -6.5538 4.6901 -1.4587 -0.008 0.012 -0.011 0.12
H -4.7088 3.3634 -0.0771 -0.015 -0.007 -0.018 0.13
H -4.1141 4.9859 -0.4228 0.010 -0.018 0.066 0.13
H -2.7654 1.4149 -1.0322 -0.017 0.004 0.052 0.09
H 0.3106 4.0797 -0.1840 -0.007 -0.007 0.047 0.10
H -2.9805 3.0722 -3.1697 0.001 0.015 0.020 0.12
O 0.8857 -2.6594 1.7894 0.063 0.074 -0.204 -0.55
S 1.2707 -2.3249 0.3833 0.478 -0.436 0.281 0.93
C 2.3860 -3.6581 -0.1204 -0.142 0.071 -0.085 -0.36
C 3.0306 -4.3949 0.8583 0.015 -0.010 0.003 -0.06
C 3.9210 -5.3857 0.4747 0.001 -0.013 -0.013 -0.07
C 4.1562 -5.6319 -0.8730 -0.021 0.009 0.024 -0.08
C 3.4809 -4.9049 -1.8428 0.029 -0.011 0.005 -0.08
C 2.5838 -3.9137 -1.4680 -0.067 -0.002 -0.030 -0.09
C 2.5948 -1.0950 0.4855 0.077 -0.198 0.062 -0.39
C 3.2120 -0.6357 -0.6692 -0.031 0.014 -0.023 -0.10
C 4.2457 0.2803 -0.5632 -0.002 -0.009 0.009 -0.08
C 4.6716 0.7062 0.6904 -0.021 0.000 -0.002 -0.08
C 4.0541 0.2260 1.8354 0.000 0.021 -0.010 -0.07
C 3.0040 -0.6769 1.7375 -0.055 0.013 -0.001 -0.11
H 2.8222 -4.1858 1.8995 0.002 0.002 0.013 0.11
H 4.4321 -5.9710 1.2280 0.012 0.014 0.005 0.11
H 4.8604 -6.3997 -1.1659 -0.018 -0.016 -0.003 0.10
H 3.6449 -5.1165 -2.8915 -0.005 0.015 -0.003 0.10
H 2.0365 -3.3567 -2.2209 0.018 0.012 0.009 0.09
H 2.9086 -1.0084 -1.6413 -0.045 0.030 0.001 0.09
H 4.7261 0.6556 -1.4582 0.033 -0.022 0.005 0.10
H 5.4912 1.4083 0.7721 -0.018 0.022 -0.004 0.10
H 4.3826 0.5602 2.8107 -0.008 0.009 0.000 0.11
H 2.4883 -1.0502 2.6119 -0.007 0.012 0.008 0.10
```
Positions in Å, forces in eV/Å.

Calculated values
Expectation value of S² ... 0.760
Spin multiplicity ... 2
E_HOMO (spin up / spin down) ... -7.489 / -7.259 eV
Frontier orbital gap (spin up / spin down) ... 0.2464 / 0.2387 Eh
LUMO (spin up / spin down) ... -0.78 / -0.76 eV
Energy relative to the best compared isomer or geometry (same formula, charge and spin) ... 80.2 kcal per mole

=====

Copy entry 2 word for word.
This record from OMol25 describes a gas-phase ion, C5H8N (charge +1) at a distorted geometry. The level of theory is ωB97M-V/def2-TZVPD.

Structure (XYZ):
```
14
Properties=species:S:1:pos:R:3:forces:R:3:nbo_charge:R:1
C 1.6949 0.0440 -0.1168 3.164 -2.923 -0.305 -0.73
C 0.4280 0.6276 -0.1589 -4.502 3.174 -0.455 0.03
C -0.9256 -0.0057 -0.8571 1.865 0.469 -0.226 0.14
C -1.8626 0.7320 0.0068 -2.792 -1.427 0.989 -0.22
N -0.6929 0.0961 0.6445 0.367 0.216 2.426 -0.16
C -0.8889 -1.2003 0.0539 -0.098 -4.391 -0.226 -0.26
H 2.4819 0.7473 -0.3359 0.168 0.071 -0.177 0.28
H 1.9270 -0.9549 -0.5583 -0.662 1.006 -0.925 0.27
H 1.8432 -0.3415 0.8572 0.395 0.403 1.806 0.27
H 0.4235 1.7724 0.0546 -0.182 -2.013 -1.074 0.27
H -1.9554 1.7911 0.0113 0.405 0.717 -0.036 0.26
H -2.8163 0.1740 0.3993 1.847 1.220 -1.178 0.27
H -1.8882 -1.7337 0.2496 1.555 1.252 -0.155 0.27
H -0.0285 -2.0020 0.1381 -1.528 2.225 -0.465 0.28
```
Positions in Å, forces in eV/Å.

Calculated values
Spin multiplicity ... 1
E_HOMO ... -16.612 eV
Frontier orbital gap ... 0.4556 Eh
Total charge ... +1
LUMO ... -4.21 eV
Energy relative to the best compared isomer or geometry (same formula, charge and spin) ... 116.1 kcal per mole
Structure (SMILES) ... C[C@H]1[C@]23C[N@@+]12C3

=====

Question: Which of these has the highest spin multiplicity?
Answer: C36H36N8O4PPdS3

=====

Question: The highest spin multiplicity belongs to which entry?
Answer: C36H36N8O4PPdS3

=====

Question: What is the energy relative to the best compared isomer or geometry (same formula, charge and spin) in the first record?
Answer: 0.0 kcal per mole